Arrangement one

C18H54O9S9 | the ωB97M-V functional and the def2-TZVPD basis

Output
- M: 703.2 g mol⁻¹
- LUMO: 0.15 eV
- Charge: 0
- Multiplicity: 1

Last column: Mulliken charge in e.
CARTESIAN COORDINATES (ANGSTROEM)
C1 -41.7568 15.9653 -6.8597  -0.7066
S1 -43.2362 16.0957 -5.8773  0.5043
O1 -44.0024 14.8466 -6.2117  -0.6341
C2 -42.5184 15.7216 -4.2081  -0.9701
H1 -41.7415 16.8285 -7.5252  0.2924
H2 -41.7145 15.0249 -7.4092  0.2748
H3 -40.9684 16.0360 -6.1105  0.2372
H4 -41.6173 16.2830 -3.9610  0.3518
H5 -42.2003 14.6795 -4.1789  0.3261
H6 -43.2000 15.8150 -3.3627  0.3271
C3 -36.9334 11.6010 -0.9688  -0.9818
S2 -38.4558 12.0956 -1.9002  0.4848
O2 -38.9500 10.7246 -2.4220  -0.6277
C4 -39.5422 12.4576 -0.4089  -0.8282
H7 -36.9957 11.1524 0.0226  0.3477
H8 -36.3966 12.5362 -0.8094  0.3413
H9 -36.3362 10.8568 -1.4957  0.3515
H10 -38.8272 12.9446 0.2541  0.2814
H11 -39.7593 11.4716 0.0020  0.2971
H12 -40.4755 13.0120 -0.5076  0.3306
C5 -36.3826 2.3967 -1.5286  -0.9274
S3 -36.5696 4.2893 -1.2710  0.5181
O3 -35.1682 4.8847 -1.0776  -0.6140
C6 -36.8905 4.7590 -3.0447  -0.8899
H13 -36.3080 1.8440 -0.5920  0.3043
H14 -35.5637 2.1817 -2.2151  0.3222
H15 -37.2233 1.9713 -2.0767  0.3423
H16 -36.0490 4.3099 -3.5722  0.2911
H17 -36.7221 5.8341 -2.9823  0.2964
H18 -37.8598 4.5839 -3.5116  0.3562
C7 -35.8066 17.2004 2.1436  -0.8810
S4 -34.5264 18.2314 3.0733  0.4465
O4 -35.4369 19.2712 3.8278  -0.6119
C8 -34.2014 16.8742 4.2607  -0.9138
H19 -35.2284 16.5652 1.4725  0.3535
H20 -36.6221 17.7397 1.6617  0.3348
H21 -36.3139 16.5083 2.8157  0.2718
H22 -34.9205 16.8633 5.0798  0.3452
H23 -33.1934 16.7518 4.6570  0.3434
H24 -34.3225 15.8852 3.8188  0.3122
C9 -47.5247 9.4168 -0.1797  -0.9826
S5 -46.2273 10.7398 -0.0043  0.4963
O5 -45.0537 10.0205 0.6344  -0.5722
C10 -45.7825 10.7643 -1.8298  -1.0066
H25 -48.2724 9.6220 -0.9458  0.3457
H26 -48.0368 9.0199 0.6968  0.3430
H27 -47.0531 8.4819 -0.4826  0.3257
H28 -46.6802 10.8949 -2.4342  0.3627
H29 -45.4396 9.8319 -2.2782  0.3460
H30 -44.9702 11.3895 -2.2006  0.3409
C11 -39.7779 12.5854 5.6143  -0.8318
S6 -41.3039 13.5991 5.5922  0.4898
O6 -41.0035 14.5328 4.4354  -0.6272
C12 -42.4769 12.3425 4.9880  -0.8917
H31 -38.9400 13.1970 5.2796  0.3041
H32 -39.8164 11.7981 4.8615  0.2721
H33 -39.6423 12.2336 6.6370  0.3117
H34 -42.0773 11.6578 4.2399  0.2825
H35 -43.3921 12.8047 4.6180  0.3230
H36 -42.8213 11.6605 5.7655  0.3676
C13 -40.5149 4.0514 3.1047  -0.7694
S7 -41.5325 5.5100 3.0867  0.4742
O7 -40.9059 6.4939 4.1171  -0.6185
C14 -41.1625 6.0529 1.3219  -0.9223
H37 -41.2271 3.3186 2.7253  0.3188
H38 -40.1352 3.6948 4.0622  0.3329
H39 -39.6913 4.1669 2.4001  0.2035
H40 -41.8231 6.8471 0.9739  0.3178
H41 -41.2724 5.2585 0.5837  0.3389
H42 -40.1310 6.3621 1.1536  0.3250
C15 -30.6167 8.2750 -6.1276  -1.0041
S8 -32.2600 9.0420 -5.7760  0.5197
O8 -32.1329 9.5539 -4.3440  -0.6068
C16 -31.9864 10.4835 -6.9451  -0.8874
H43 -30.6646 7.3385 -5.5719  0.3172
H44 -29.7327 8.6075 -5.5834  0.3565
H45 -30.3800 8.0352 -7.1642  0.3533
H46 -31.0244 10.9465 -6.7254  0.3100
H47 -32.8351 11.1389 -6.7496  0.3060
H48 -31.8564 9.9657 -7.8954  0.3345
C17 -37.3142 9.3057 -10.4787  -0.8721
S9 -38.8253 8.4741 -9.7712  0.4821
O9 -38.3491 7.0717 -9.4056  -0.6144
C18 -38.9069 9.4449 -8.1730  -0.8594
H49 -36.6679 9.8704 -9.8067  0.2880
H50 -37.6803 10.0839 -11.1484  0.3249
H51 -36.7478 8.5787 -11.0606  0.3200
H52 -39.7635 9.1915 -7.5484  0.3270
H53 -39.1058 10.4592 -8.5192  0.3257
H54 -37.9634 9.4135 -7.6279  0.2798

Arrangement two

C18H54O9S9 | the ωB97M-V functional and the def2-TZVPD basis

Output
- M: 703.2 g mol⁻¹
- LUMO: 0.03 eV
- Charge: 0
- Multiplicity: 1

Last column: Mulliken charge in e.
CARTESIAN COORDINATES (ANGSTROEM)
C1 5.0758 -3.1397 1.2063  -0.5418
S1 5.6005 -4.8148 1.6276  0.4602
O1 4.9278 -5.6924 0.6472  -0.6170
C2 7.2914 -4.6217 1.0545  -0.9200
H1 5.3047 -2.4553 2.0277  0.4174
H2 3.9947 -3.1810 1.1156  0.0879
H3 5.6232 -2.7887 0.3354  0.1463
H4 7.9002 -5.4703 1.3534  0.3420
H5 7.7191 -3.7433 1.5506  0.3180
H6 7.2818 -4.4377 -0.0187  0.2997
C3 0.0285 0.2137 -0.4608  -0.2136
S2 0.4603 -0.1155 1.2230  0.3617
O2 -0.6658 -0.8206 1.8723  -0.3896
C4 1.7204 -1.3431 0.8389  -1.1568
H7 -0.7473 0.9763 -0.4992  -0.0817
H8 -0.3682 -0.6820 -0.9391  0.0395
H9 0.9625 0.5501 -0.9098  0.3460
H10 1.4586 -1.8489 -0.0919  0.2854
H11 1.7075 -2.1664 1.5500  0.4448
H12 2.6811 -0.8350 0.7518  0.4440
C5 0.3963 4.3288 -3.5536  -0.8348
S3 -1.2006 4.1718 -2.7752  0.4263
O3 -1.2783 2.7535 -2.3189  -0.4057
C6 -2.1490 4.2218 -4.2927  -0.8260
H13 0.6118 5.3173 -3.9550  0.4353
H14 0.5365 3.5553 -4.3110  0.0982
H15 1.1120 4.1272 -2.7516  0.3043
H16 -3.2065 4.1087 -4.0729  0.2265
H17 -1.7254 3.4877 -4.9795  0.2069
H18 -2.0164 5.1946 -4.7767  0.4146
C7 -5.7143 2.8992 -1.2671  -0.9074
S4 -4.1963 3.5953 -0.5583  0.5210
O4 -4.5831 4.3155 0.6716  -0.6963
C8 -3.4185 2.0427 -0.0774  -0.7911
H19 -5.8687 1.8596 -0.9909  0.2802
H20 -5.7048 3.0436 -2.3463  0.2730
H21 -6.5104 3.5184 -0.8553  0.3537
H22 -2.6557 2.3111 0.6494  0.1941
H23 -2.9883 1.5934 -0.9721  0.1984
H24 -4.1585 1.3601 0.3400  0.5345
C9 -1.6604 -5.6086 -0.8700  -0.9781
S5 -1.4120 -4.3204 0.3756  0.5063
O5 -0.0211 -3.8651 0.1308  -0.5906
C10 -2.4382 -3.0530 -0.3473  -0.6119
H25 -0.7538 -6.2058 -0.8116  0.3681
H26 -1.6742 -5.1124 -1.8415  0.2573
H27 -2.5801 -6.1730 -0.7349  0.3664
H28 -2.1457 -2.1535 0.1978  -0.1549
H29 -3.4967 -3.2380 -0.1635  0.4014
H30 -2.2241 -2.9681 -1.4118  0.4178
C11 -2.8540 3.8072 5.1598  -0.9801
S6 -2.4182 2.0764 5.4588  0.4453
O6 -3.7168 1.3577 5.4774  -0.5491
C12 -1.6312 1.7514 3.8839  -0.7819
H31 -3.5163 3.8050 4.2969  0.2628
H32 -1.9695 4.4274 5.0180  0.3720
H33 -3.3289 4.1331 6.0827  0.3582
H34 -2.3569 1.5582 3.0927  0.1107
H35 -0.9920 0.8752 3.9807  0.2806
H36 -1.0227 2.6073 3.5859  0.4959
C13 -0.6302 -0.4601 -4.1954  -0.5470
S7 0.6749 0.2535 -5.1919  0.4123
O7 0.0726 1.4058 -5.9078  -0.6139
C14 1.6854 0.8616 -3.8450  -0.6824
H37 -1.3483 0.3153 -3.9275  0.2024
H38 -0.2488 -0.9110 -3.2805  0.0478
H39 -1.1001 -1.2238 -4.8129  0.4009
H40 1.1553 1.5469 -3.1830  -0.0492
H41 2.5651 1.3496 -4.2589  0.4452
H42 1.9582 -0.0345 -3.2828  0.3738
C15 -4.9110 -1.4802 4.7655  -1.0507
S8 -3.1521 -1.7387 4.5574  0.5614
O8 -2.7835 -2.9571 5.2987  -0.7083
C16 -3.1686 -2.0807 2.7905  -0.5810
H43 -5.0271 -1.2419 5.8223  0.3683
H44 -5.4415 -2.4134 4.5735  0.3881
H45 -5.2238 -0.6253 4.1712  0.3061
H46 -4.0527 -2.6475 2.4981  0.5484
H47 -2.2253 -2.5688 2.5668  0.0601
H48 -3.1449 -1.1007 2.3135  0.0755
C17 5.7944 2.2888 -0.7999  -0.9619
S9 6.1372 0.7832 0.0831  0.4274
O9 4.8404 0.0506 0.0101  -0.4986
C18 7.1828 0.0430 -1.1753  -0.9483
H49 5.0192 2.8347 -0.2719  0.3159
H50 5.5416 2.0689 -1.8367  0.2552
H51 6.6936 2.9119 -0.8584  0.4072
H52 7.5621 -0.8926 -0.7708  0.2633
H53 8.0023 0.7190 -1.4155  0.4160
H54 6.5466 -0.1468 -2.0385  0.2915

Stability verdict: arrangement two, ahead by 0.1867 hartree